P.
Molecular formula: C2H5OP
Method: DFT, ωB97M-V with the def2-TZVPD basis set

Structure (XYZ):
```
9
Properties=species:S:1:pos:R:3:mulliken_charge:R:1
C -1.4936 -1.0861 0.4396 -0.4210
C -1.8923 -0.1056 -0.1308 -0.3747
O 0.6354 1.5515 1.0405 -0.3496
P 0.3436 0.8983 -0.2114 0.2459
H -1.1469 -1.8790 1.0239 0.4488
H 3.0627 0.2391 -1.0110 0.2072
H -2.6698 0.5951 -0.4118 0.3674
H 0.7562 -0.5418 -0.1466 0.1432
H 2.4048 0.3285 -0.5924 -0.2673
```

Highest occupied orbital energy (spin up / spin down) = -6.28 / -10.64 eV
Multiplicity = 3
<S²> = 2.03


Q.
Molecular formula: C2H5OP
Method: DFT, ωB97M-V with the def2-TZVPD basis set

Structure (XYZ):
```
9
Properties=species:S:1:pos:R:3:mulliken_charge:R:1
C -0.5397 0.3444 -0.6104 -0.7124
C 0.1066 -0.7729 0.1484 -0.0465
O 1.2303 -0.6215 0.9618 -0.5239
P -1.6119 -0.6145 0.5363 -0.0356
H -0.3320 1.4266 -0.2924 0.2974
H -0.4668 0.2803 -1.7982 0.2403
H 0.3746 -1.5670 -0.4205 0.4224
H 0.9061 -0.3496 1.9260 0.3610
H -1.5650 0.3449 1.4947 -0.0026
```

Highest occupied orbital energy (spin up / spin down) = -4.44 / -10.36 eV
Multiplicity = 3
<S²> = 2.01


Of all the structures shown, which is most stable? Q, and P is the least stable.